10
Properties=species:S:1:pos:R:3:forces:R:3:nbo_charge:R:1 method="wB97M-V/def2-TZVPD" e_lumo_ev=-0.77 charge=0 total_energy_ev=-29249.348 homo_energy_ev=-9.10 orbital_gap_ev=8.33
F 1.414 1.496 -0.972 -0.31 -0.10 0.17 -0.349
C 0.789 1.580 0.259 1.33 -1.35 2.26 0.034
C -0.207 0.462 0.572 1.35 -1.24 -3.39 -0.265
Cl -1.653 0.733 -0.530 0.51 -0.36 0.83 -0.060
C 0.547 -0.830 0.054 -2.50 0.61 1.89 -0.277
S 0.379 -2.323 0.635 0.34 0.90 -0.46 0.122
H 1.557 1.534 1.084 -0.30 -0.03 -0.96 0.171
H 0.346 2.503 0.334 -1.16 2.24 -0.02 0.185
H -0.443 0.311 1.578 -0.82 0.40 1.47 0.236
H 1.092 -0.375 -0.709 1.56 -1.07 -1.78 0.203

=====

21
Properties=species:S:1:pos:R:3:forces:R:3:nbo_charge:R:1 method="wB97M-V/def2-TZVPD" e_lumo_ev=-3.69 charge=+1 total_energy_ev=-10875.831 homo_energy_ev=-13.58 orbital_gap_ev=9.89
C -2.893 -1.459 0.197 0.47 0.53 -0.66 -0.248
C -2.096 -0.445 -0.117 -0.24 1.40 -1.01 -0.331
C -1.755 0.541 0.923 1.63 1.03 0.57 0.118
C 2.028 0.682 0.274 0.25 1.09 1.79 0.063
C 0.113 2.436 -0.711 -0.78 1.56 3.13 -0.099
C 1.568 -1.571 -0.671 -0.87 0.88 1.25 -0.421
N 0.273 1.622 0.276 -0.74 -0.48 -2.22 -0.170
N 1.792 -0.599 0.448 -0.24 0.63 -0.36 -0.521
N -0.787 1.397 1.069 -0.65 -1.10 0.57 -0.259
H -3.370 -2.176 -0.434 0.13 -0.15 -0.70 0.228
H -3.126 -1.545 1.205 -0.46 -0.41 1.82 0.195
H -1.928 -0.063 -1.137 0.28 -0.83 0.30 0.231
H -2.402 0.686 1.773 -0.52 -0.54 0.13 0.219
H 2.445 1.194 -0.576 -0.52 -0.96 -1.31 0.227
H -0.805 3.082 -0.590 0.83 -0.84 -1.17 0.220
H 2.433 1.343 1.058 -0.67 -1.08 0.61 0.234
H 1.047 2.867 -0.983 0.44 0.18 -1.46 0.199
H 1.761 -1.155 -1.678 0.32 -0.36 0.87 0.238
H 0.566 -1.977 -0.605 -0.64 0.52 -0.26 0.219
H 2.104 -2.394 -0.295 1.47 -1.23 -0.76 0.231
H 1.520 -0.890 1.408 0.52 0.14 -1.13 0.427

=====

36
Properties=species:S:1:pos:R:3:forces:R:3:nbo_charge:R:1 method="wB97M-V/def2-TZVPD" e_lumo_ev=2.66 charge=-1 total_energy_ev=-38345.317 homo_energy_ev=-5.13 orbital_gap_ev=7.79
C 0.249 9.309 6.802 0.01 -1.38 -0.40 -0.254
O 0.129 7.857 6.608 0.26 0.66 -0.10 -0.518
C 0.570 7.294 5.421 0.42 0.40 -1.02 0.323
C 1.177 8.084 4.403 -0.57 -1.05 0.72 -0.350
C 1.572 7.395 3.250 0.29 0.80 -0.07 -0.185
C 1.364 6.032 3.071 -0.01 0.83 -1.04 -0.289
C 0.623 5.294 3.981 0.31 0.68 1.06 0.358
O 0.394 3.986 3.760 -0.50 -0.93 -0.09 -0.542
C -0.765 3.439 3.089 -1.78 -0.81 -1.10 0.881
O -1.861 4.024 3.057 2.71 -0.65 0.25 -0.660
N -0.368 2.220 2.615 -0.47 -0.60 -0.64 -0.979
S -0.963 1.287 1.378 2.81 1.12 0.02 2.280
O -0.081 1.551 0.213 -1.35 -0.32 1.33 -0.977
O -2.374 1.231 1.163 -1.16 0.52 -0.10 -0.969
C -0.584 -0.482 1.740 0.01 0.20 0.36 -0.277
C 0.741 -0.902 1.868 -0.23 -0.07 0.21 -0.184
C 1.020 -2.245 2.117 -0.04 0.30 -0.14 -0.180
C 0.012 -3.204 2.202 -0.23 0.63 -0.09 -0.051
C 0.347 -4.638 2.470 0.06 -0.19 0.02 -0.624
C -1.305 -2.779 2.018 0.11 0.12 -0.10 -0.219
C -1.616 -1.438 1.775 0.37 0.38 0.19 -0.194
C 0.365 5.894 5.217 -0.73 1.39 0.85 -0.309
H -0.153 9.467 7.806 0.10 0.05 -0.23 0.195
H 1.303 9.636 6.758 -0.37 -0.18 0.01 0.176
H -0.348 9.865 6.058 0.22 -0.28 0.23 0.181
H 1.324 9.166 4.524 -0.06 -0.66 -0.17 0.209
H 2.046 8.006 2.456 -0.19 -0.68 0.46 0.203
H 1.736 5.581 2.158 -0.26 -0.18 0.05 0.226
H 1.545 -0.171 1.786 -0.22 -0.14 0.06 0.237
H 2.050 -2.558 2.240 0.08 0.01 -0.01 0.191
H -0.554 -5.246 2.505 -0.03 -0.07 0.01 0.208
H 0.997 -5.039 1.690 -0.01 -0.02 -0.02 0.212
H 0.875 -4.755 3.419 -0.03 0.02 0.01 0.212
H -2.103 -3.519 2.060 0.05 0.14 -0.02 0.197
H -2.655 -1.138 1.623 0.41 0.06 0.09 0.243
H -0.085 5.375 6.070 0.03 -0.10 -0.60 0.229

=====

63
Properties=species:S:1:pos:R:3:forces:R:3:nbo_charge:R:1 method="wB97M-V/def2-TZVPD" e_lumo_ev=0.02 charge=0 total_energy_ev=-120410.282 homo_energy_ev=-8.03 orbital_gap_ev=8.05
O -1.007 1.179 -1.502 0.39 -0.53 -0.21 -0.539
C -1.109 -0.012 -1.733 -0.24 0.26 -0.05 0.548
C -2.085 -0.551 -2.745 1.12 0.54 1.10 -0.053
C -2.243 0.068 -3.955 -0.02 0.47 -0.27 -0.197
C -3.127 -0.501 -4.854 0.52 0.90 -0.19 -0.190
C -3.803 -1.642 -4.506 -0.84 -0.38 -1.17 -0.203
C -3.650 -2.249 -3.286 -0.35 -0.59 0.32 -0.166
C -2.769 -1.694 -2.391 0.17 -0.52 0.74 -0.153
C -2.475 -2.283 -1.033 -0.22 -0.11 0.23 0.569
O -3.340 -2.723 -0.302 0.51 0.16 -0.56 -0.501
C -1.005 -2.225 -0.651 -1.19 -0.14 -0.29 -0.122
C -0.319 -1.080 -1.024 -0.82 0.92 -0.63 -0.068
C 1.015 -0.910 -0.779 0.01 0.27 0.10 -0.172
C 1.688 -1.917 -0.113 0.70 0.78 -0.24 -0.186
C 1.013 -3.036 0.267 0.23 -1.24 0.76 -0.174
C -0.341 -3.226 0.023 0.57 -0.83 -0.08 -0.362
P -1.193 -4.756 0.585 -1.51 0.15 0.73 1.051
O -0.426 -5.022 2.009 0.13 0.08 -0.71 -0.993
Br -0.506 -6.477 -0.696 0.56 0.36 -0.02 -0.277
H -1.675 0.970 -4.163 -0.15 -0.01 -0.08 0.258
H -3.262 -0.010 -5.811 -0.12 -0.24 -0.04 0.220
H -4.471 -2.062 -5.253 -0.03 -0.13 0.20 0.215
H -4.188 -3.158 -3.046 0.00 0.08 0.07 0.230
H 1.505 0.000 -1.084 0.05 -0.04 0.03 0.257
H 2.737 -1.754 0.090 -0.01 -0.26 0.07 0.236
H 1.528 -3.827 0.806 0.06 0.09 -0.07 0.226
H -1.089 -4.944 2.715 0.40 0.01 0.29 0.528
C -2.071 -1.317 6.694 0.49 0.01 -0.04 -0.411
N -1.272 -2.252 5.924 -0.23 -0.14 -0.05 -0.609
C -1.696 -3.311 5.191 0.09 -0.03 -0.04 0.684
C -3.180 -3.581 5.146 0.03 -0.01 -0.04 -0.721
O -0.888 -4.009 4.594 -0.17 -0.08 -0.09 -0.654
H -1.908 -0.307 6.314 -0.15 0.05 0.08 0.200
H -1.760 -1.353 7.739 -0.16 0.08 0.04 0.199
H -3.128 -1.551 6.631 0.02 -0.04 -0.04 0.214
H -0.272 -2.129 5.910 0.00 0.02 0.01 0.402
H -3.365 -4.453 4.525 0.09 0.00 -0.01 0.244
H -3.559 -3.782 6.149 -0.09 0.09 -0.02 0.228
H -3.708 -2.730 4.715 -0.08 -0.01 0.10 0.233
C 5.071 2.299 2.523 -0.21 -0.41 0.17 -0.412
N 4.290 1.363 1.735 0.07 0.18 -0.20 -0.610
C 3.995 1.422 0.412 -0.11 -0.17 -0.03 0.687
C 4.530 2.596 -0.373 -0.04 -0.01 -0.05 -0.722
O 3.319 0.547 -0.110 0.38 0.29 0.07 -0.653
H 5.923 1.777 2.960 0.08 0.16 0.03 0.201
H 4.450 2.695 3.329 0.12 0.14 0.02 0.199
H 5.433 3.123 1.918 -0.03 -0.03 -0.05 0.212
H 3.902 0.555 2.197 0.01 0.01 0.02 0.403
H 4.213 2.503 -1.407 -0.05 -0.10 0.04 0.247
H 4.138 3.531 0.031 0.13 0.04 0.02 0.225
H 5.620 2.608 -0.341 -0.01 0.13 0.04 0.230
C 1.057 5.208 -1.894 -0.25 -0.41 0.15 -0.408
N 0.239 4.275 -2.643 -0.02 0.04 -0.22 -0.621
C -0.064 4.302 -3.968 -0.11 -0.20 0.05 0.678
C 0.506 5.434 -4.790 -0.02 -0.01 -0.04 -0.720
O -0.770 3.438 -4.462 0.05 0.04 -0.09 -0.638
H 1.895 4.670 -1.445 0.08 0.16 0.03 0.191
H 0.458 5.649 -1.095 0.13 0.13 0.03 0.197
H 1.443 6.000 -2.527 -0.02 -0.02 -0.04 0.208
H -0.173 3.493 -2.151 0.02 -0.02 0.01 0.423
H 0.181 5.322 -5.820 -0.05 -0.09 0.04 0.244
H 0.149 6.394 -4.414 0.13 0.04 0.00 0.224
H 1.597 5.411 -4.764 0.00 0.13 0.04 0.223

=====

11
Properties=species:S:1:pos:R:3:forces:R:3:lowdin_spin:R:1 method="wB97M-V/def2-TZVPD" e_lumo_ev="0.14 / -3.05" s_squared=2.01 multiplicity=3 charge=0 total_energy_ev=-9334.188 homo_energy_ev="-4.83 / -8.47" orbital_gap_ev="4.96 / 5.42"
C 0.689 -1.476 1.538 -4.09 2.43 -1.58 0.349
C 0.810 0.514 -0.511 -0.09 -1.67 0.82 0.226
C -0.509 -0.244 -0.722 0.59 4.47 3.00 0.276
C 0.399 -0.542 0.463 4.20 -0.38 1.03 0.281
C -0.407 0.720 0.373 -3.39 0.54 -2.21 0.235
O 1.753 -1.958 1.864 3.84 -1.76 0.87 0.474
O -1.190 1.722 0.825 -0.18 -0.93 -0.88 0.099
H -0.237 -1.471 2.127 -0.05 -0.47 0.56 0.031
H 1.371 1.227 -1.089 0.54 -0.39 0.12 0.013
H -1.120 -0.837 -1.237 -2.08 -1.89 -2.30 0.016
H -0.859 2.214 1.569 0.71 0.04 0.59 0.001